[1]
The following is a DFT calculation (the ωB97M-V functional and the def2-TZVPD basis) of C42H42CaO2P2 as an isolated structure at a distorted geometry.

```
89
Properties=species:S:1:pos:R:3:lowdin_charge:R:1
Ca 1.73 -1.70 3.87 1.417
C -2.68 0.20 5.28 -0.112
C -2.99 0.00 3.99 -0.118
C -3.27 1.02 2.92 -0.203
C -2.03 1.65 2.21 -0.189
C -1.13 2.46 3.08 -0.112
C -1.29 2.81 4.36 -0.101
C -2.53 2.78 5.22 -0.203
C -2.75 1.49 6.04 -0.182
C 3.09 0.09 3.95 -0.375
H -2.39 -0.66 5.91 0.106
H -2.95 -1.02 3.60 0.093
H -3.91 1.81 3.30 0.094
H -3.85 0.49 2.15 0.103
H -1.44 0.85 1.72 0.083
H -2.43 2.23 1.36 0.115
H -0.24 2.82 2.54 0.102
H -0.41 3.16 4.92 0.105
H -3.43 3.02 4.65 0.096
H -2.41 3.60 5.95 0.110
H -2.01 1.45 6.86 0.091
H -3.73 1.59 6.55 0.118
H 3.63 0.17 4.90 -0.047
H 2.26 0.84 4.00 -0.054
H 3.79 0.33 3.14 -0.070
P 0.01 -2.24 -4.11 0.996
P 1.95 0.28 -4.48 1.000
C -0.63 -0.68 -4.76 -0.343
C 0.21 0.35 -5.01 -0.359
C -0.73 -3.40 -5.36 -0.385
C -1.88 -3.08 -6.10 -0.100
C -2.41 -4.00 -7.02 -0.084
C -1.80 -5.24 -7.20 -0.090
C -0.63 -5.55 -6.49 -0.087
C -0.09 -4.63 -5.59 -0.108
C -1.06 -2.40 -2.62 -0.379
C -0.78 -1.50 -1.57 -0.106
C -1.56 -1.53 -0.42 -0.090
C -2.63 -2.44 -0.32 -0.091
C -2.89 -3.33 -1.37 -0.087
C -2.10 -3.32 -2.52 -0.084
C 2.61 0.99 -6.10 -0.357
C 2.47 0.19 -7.26 -0.113
C 2.86 0.69 -8.51 -0.090
C 3.38 1.98 -8.62 -0.097
C 3.54 2.77 -7.47 -0.086
C 3.17 2.27 -6.22 -0.088
C 2.02 1.77 -3.44 -0.423
C 3.17 1.91 -2.64 -0.117
C 3.33 3.07 -1.87 -0.086
C 2.35 4.06 -1.86 -0.086
C 1.18 3.89 -2.62 -0.083
C 1.00 2.74 -3.39 -0.093
H -1.71 -0.59 -4.95 0.070
H -0.09 1.25 -5.57 0.083
H -2.36 -2.12 -6.00 0.085
H -3.31 -3.73 -7.58 0.104
H -2.23 -5.96 -7.90 0.102
H -0.14 -6.52 -6.64 0.102
H 0.83 -4.86 -5.05 0.096
H 0.04 -0.78 -1.68 0.099
H -1.34 -0.86 0.41 0.075
H -3.25 -2.45 0.58 0.099
H -3.72 -4.03 -1.29 0.102
H -2.30 -4.03 -3.33 0.102
H 2.04 -0.81 -7.17 0.100
H 2.73 0.06 -9.39 0.101
H 3.67 2.37 -9.59 0.099
H 3.94 3.78 -7.55 0.102
H 3.28 2.89 -5.33 0.097
H 3.93 1.13 -2.65 0.100
H 4.25 3.19 -1.29 0.104
H 2.49 4.97 -1.27 0.104
H 0.41 4.66 -2.62 0.103
H 0.08 2.62 -3.96 0.090
O 2.00 -2.01 6.20 -0.188
C 1.16 -1.06 6.49 -0.581
O 0.51 -0.49 5.52 -0.195
C 0.96 -0.62 7.89 -0.140
C 0.53 0.68 8.20 -0.021
C 0.36 1.07 9.55 -0.081
C 0.57 0.16 10.58 -0.089
C 1.07 -1.11 10.27 -0.082
C 1.24 -1.51 8.94 -0.023
H 0.33 1.40 7.40 0.108
H 0.07 2.10 9.80 0.102
H 0.33 0.42 11.62 0.103
H 1.32 -1.80 11.08 0.101
H 1.60 -2.52 8.72 0.117
```

Summary:
Strongest force on any atom: 3.0 eV/A
E: -85344.800 eV
Spin multiplicity: 1
Energy relative to the best compared isomer or geometry (same formula, charge and spin): 0.0 kcal/mol
HOMO-LUMO gap: 6.7 eV

[2]
The following is a DFT calculation (the ωB97M-V functional and the def2-TZVPD basis) of a 15-piece molecular cluster, C5H42N2O14 overall at a distorted geometry.

```
63
Properties=species:S:1:pos:R:3:lowdin_charge:R:1
C -1.56 -1.93 -1.03 -0.157
N -0.90 -1.70 0.27 -0.214
C -1.09 -2.85 1.18 -0.068
C 0.54 -1.49 0.07 -0.123
C -2.79 -0.95 -1.22 -0.403
C -2.30 0.34 -1.87 -0.081
N -3.78 -1.80 -1.88 0.018
H -1.89 -2.93 -1.30 0.114
H -0.83 -1.58 -1.77 0.082
H -2.15 -3.05 1.32 0.088
H -0.46 -3.66 0.78 0.084
H -0.59 -2.64 2.13 0.077
H 1.13 -2.41 -0.05 0.050
H 0.95 -0.86 0.86 0.098
H 0.71 -0.89 -0.82 0.010
H -3.15 -0.73 -0.22 0.124
H -3.16 1.00 -2.00 0.073
H -1.70 0.83 -1.11 0.064
H -1.75 0.25 -2.81 0.079
H -3.59 -2.07 -2.83 0.066
H -4.75 -1.57 -1.72 0.065
H 3.23 0.83 1.03 0.011
H 3.59 2.15 1.53 0.037
O 3.44 1.27 1.88 -0.064
H 2.08 1.22 4.93 0.060
H 1.78 0.33 3.62 0.041
O 1.55 1.09 4.15 -0.027
H 1.62 -0.36 -1.44 -0.018
H 0.91 -1.24 -2.44 0.036
O 1.79 -0.96 -2.20 -0.075
H 3.32 -3.92 2.55 0.029
H 2.60 -3.86 1.11 -0.005
O 2.50 -4.00 2.06 -0.068
H 1.24 -4.10 -2.52 0.040
H 1.76 -3.34 -1.23 -0.033
O 1.28 -4.11 -1.56 -0.050
H 0.01 2.85 2.93 0.043
H -1.32 2.98 2.00 0.006
O -0.40 3.27 2.16 -0.058
H 0.74 3.79 0.83 0.027
H 0.21 3.59 -0.64 0.025
O 1.01 3.74 -0.11 -0.071
H -3.62 4.16 0.22 0.072
H -3.05 2.75 -0.03 0.013
O -2.83 3.68 -0.05 -0.052
H -2.06 3.40 -1.80 0.011
H -1.78 3.31 -3.24 0.048
O -1.36 3.06 -2.40 -0.076
H 2.52 2.51 -3.82 0.044
H 2.74 1.05 -3.43 0.031
O 3.05 1.95 -3.26 -0.045
H -2.42 1.71 2.56 0.042
H -2.03 0.76 1.42 0.042
O -2.51 1.58 1.60 -0.075
H 2.40 1.48 -1.29 0.034
H 1.60 2.02 -0.10 0.038
O 1.86 1.18 -0.55 -0.085
H 3.80 -2.44 -0.97 0.078
H 2.77 -1.68 -0.23 0.026
O 3.22 -2.54 -0.22 -0.058
H -0.25 0.76 4.24 0.022
H -0.81 0.11 3.00 0.028
O -1.09 0.67 3.74 -0.069
```

Summary:
Strongest force on any atom: 2.6 eV/A
E: -37510.501 eV
Spin multiplicity: 1
Energy relative to the best compared isomer or geometry (same formula, charge and spin): 99.9 kcal/mol
HOMO-LUMO gap: 8.8 eV